Here is a 12-piece molecular cluster, C48H96O24S4 overall from the Open Molecules 2025 dataset. Energies are from ωB97M-V/def2-TZVPD.

Geometry as XYZ:
```
172
Properties=species:S:1:pos:R:3:forces:R:3:mulliken_charge:R:1
H 1.2947 -0.6539 2.2707 0.079 0.214 0.052 0.292
O 2.5073 -6.1857 4.8205 0.673 1.028 -3.192 -0.593
H 1.6369 -1.5492 -6.5367 0.275 0.332 -0.052 0.263
H -0.7730 5.3814 -0.1471 -0.231 -0.098 0.098 0.081
C -4.1429 3.4953 -3.7701 3.585 -0.768 -1.060 0.566
H 2.2709 -3.3808 -4.8992 0.202 0.182 -0.209 0.516
O 3.0116 -5.6592 -1.1981 0.853 1.287 -0.776 -0.647
O -3.5249 2.5629 -3.2316 -1.435 1.646 -1.210 -0.108
C 6.1505 1.3736 -0.0826 -0.931 -1.286 1.409 -0.298
H -0.6918 1.2729 -3.6051 -0.494 0.175 0.034 -0.514
H -2.1677 0.4067 -0.3443 -0.450 -0.024 -0.142 -0.741
H -2.7409 6.3238 -1.2949 -0.077 -0.182 0.202 0.436
C -2.3693 1.8041 4.0793 1.355 0.891 0.292 -1.198
O 5.2871 0.2906 2.3049 1.374 1.771 -0.938 -0.395
C 5.0919 3.0334 1.8356 -0.377 -1.019 0.216 -0.615
C -3.7116 4.2333 -5.0848 -0.149 -0.427 0.352 -1.346
C 1.4158 4.5809 -1.1913 0.266 -1.730 -0.799 0.798
H -0.0146 -5.6978 -2.5182 -0.191 0.575 -0.090 0.397
O 4.0422 2.3824 5.3709 1.035 1.299 0.516 -0.705
H -0.9458 -1.7769 2.0519 0.222 -0.133 0.399 -0.463
H -1.5415 2.4690 0.8685 -0.113 0.008 -0.089 -0.542
C 5.6052 -3.9947 0.5683 -0.490 -0.100 0.096 -0.025
C -5.2977 -0.0441 -6.4600 -0.549 3.381 1.759 0.765
H 2.9588 5.7365 -1.9788 0.109 0.201 -0.357 0.351
S -1.4297 3.4634 4.3201 -2.028 0.603 -0.791 1.076
C 1.8104 -0.6894 1.3111 0.177 0.064 -0.598 1.926
H -0.1213 3.2322 2.4294 0.462 0.611 0.033 0.034
H 5.3723 2.6212 -1.5407 0.306 0.387 -0.254 0.370
H 1.7430 -2.3715 -3.5791 -0.062 0.150 0.027 -0.120
O 0.6216 -0.5023 -5.1100 -1.269 0.203 0.201 -0.184
C 4.4870 -6.4812 3.6179 0.507 -0.193 -0.297 -1.056
H 0.3849 -2.9208 3.8871 -0.158 0.194 -0.387 0.447
H 5.6910 3.8136 2.3052 0.479 -0.086 -0.565 0.459
H 3.6335 -1.8276 6.3759 0.379 0.170 0.051 0.451
C 1.9903 1.0944 6.4484 -0.799 1.246 -0.262 -0.678
C 1.5706 0.6169 0.4990 1.437 -0.879 1.192 -1.195
O 2.2049 1.7661 3.8179 -0.065 0.272 0.487 -0.219
C -0.2126 0.1286 -1.0807 -1.600 0.683 -1.770 0.003
H -4.5742 -2.5288 -3.6644 -0.042 0.069 0.112 0.403
S 2.9792 1.5160 5.0186 -0.293 -3.137 -1.332 0.878
H 2.3061 0.8262 -0.2777 -0.229 -0.633 -0.564 0.141
H 1.4474 -3.6122 4.9610 0.585 -0.893 -0.267 0.638
H 6.6088 3.4638 -0.5360 0.058 -0.160 -0.060 0.352
H -7.0840 4.1180 -0.5833 -0.312 0.135 -0.188 0.392
H -1.3519 1.1018 -5.2286 -0.278 0.332 0.150 0.085
H -1.7287 1.5557 -1.6098 -0.212 -0.174 -0.323 0.133
C -5.7259 -1.7434 2.1916 -1.054 0.811 -1.518 0.679
C -2.0352 2.7001 1.8124 0.088 1.046 -0.328 0.229
C 3.6261 -0.2254 4.8760 -0.345 -0.268 0.187 0.350
H -1.3872 7.2034 -1.8889 0.397 -0.130 0.076 0.422
H 1.4773 -1.5992 0.8118 -0.436 0.219 -0.397 -0.751
C 3.6270 -2.9926 -0.6786 1.231 -1.685 0.703 -0.137
H -7.4375 4.5452 -2.3405 -0.418 -0.320 0.329 0.330
H 5.1283 -6.1090 2.8190 -0.362 0.113 -0.058 0.161
C -3.6834 -1.9120 -3.7831 0.737 -1.545 -0.001 -1.228
H -3.3985 1.9846 4.3897 0.270 -0.097 0.318 0.434
C -0.4201 -5.2555 -1.6082 -1.448 -0.770 1.948 -1.667
H -4.7596 3.7011 -1.2297 0.333 0.045 -0.127 0.042
H -4.3870 4.0827 -5.9270 -0.149 -0.585 0.192 0.353
C 5.5338 -4.9932 -0.5674 -0.283 0.557 -1.102 -0.894
H -4.4042 -2.9303 3.2369 0.024 -0.142 0.330 0.200
O 4.3977 -4.3861 -2.9389 -0.544 -0.187 0.786 -0.720
H 2.2155 -0.3639 8.0132 -0.049 -0.124 -0.098 0.378
H 3.2490 -2.2425 -1.3733 0.036 -0.166 0.097 0.645
C -3.9945 -0.6488 -4.4909 0.467 1.446 1.001 1.309
H 2.9723 -3.2254 0.1611 -0.632 -0.166 -0.528 -0.428
H -5.1579 1.7829 1.7626 0.088 0.536 -0.467 0.125
S 6.1026 1.4231 1.7788 -0.282 0.066 0.130 0.863
C -2.2316 1.4043 2.6164 0.565 1.204 0.134 2.003
H -6.6954 -1.4846 -7.1678 0.349 -0.264 0.273 0.318
H -6.0837 -2.8804 3.9090 0.127 -0.289 -0.532 0.356
C -5.9135 1.2625 1.1741 0.213 -1.023 0.051 -0.946
H -2.0247 -0.2310 -2.0424 -0.394 0.586 0.028 -0.210
C 3.0009 -0.9987 6.0587 0.679 -0.791 -0.429 -0.540
H 5.2983 0.7193 -0.2668 -0.262 -0.052 -0.147 -0.081
H 0.5749 -3.0524 -4.6919 -0.154 0.294 -0.220 0.264
H -5.8885 -0.5379 -0.1377 -0.019 0.172 -0.145 0.591
H -2.9625 -2.4953 -4.3561 -0.113 -0.177 -0.326 0.282
H 3.5212 4.1183 -1.7202 -0.609 -0.221 0.094 -0.105
C -1.4169 -3.0361 0.4131 -2.324 0.095 0.104 0.240
H 1.7907 2.0155 6.9960 0.071 -0.069 0.082 0.601
H 4.7139 -0.2785 4.9205 -0.070 0.508 0.025 0.500
H 4.7748 -1.9039 0.7727 0.212 -0.241 0.364 -0.252
O -0.2103 3.3021 5.0824 -0.638 -0.164 -0.196 -0.548
H 5.5636 -2.1597 -0.7338 0.725 -0.313 0.104 0.339
C -1.8159 6.2017 -1.8584 -0.334 0.626 -0.006 -1.608
O -5.1125 4.1470 -3.2109 -0.980 0.599 -0.235 -0.319
O 2.6329 -5.1375 2.7102 -0.053 -1.455 0.987 -0.054
C 5.7914 2.7427 -0.5418 -1.487 0.743 -0.004 -0.790
O 0.2377 0.6611 0.0631 -0.628 0.037 -0.487 -0.015
O -6.7950 -2.0941 1.7689 0.012 0.844 -1.095 -0.566
H 4.9930 -6.3458 4.5738 -0.073 0.116 -0.055 0.341
H 2.4109 4.4774 -3.1009 0.092 0.038 0.057 0.382
C 3.1074 -5.9311 3.7593 -1.760 0.471 1.952 0.740
O 0.2949 5.0471 -1.8385 1.431 -0.231 0.102 -0.377
H -5.3881 -1.1865 -8.2987 0.241 -0.095 0.239 0.297
H 6.6468 -3.9747 0.8891 0.050 0.688 -0.111 0.485
H -3.1760 -1.8418 -2.8210 -0.365 0.539 0.141 0.112
C -5.2237 0.0042 0.5348 -1.930 1.017 0.376 0.216
C 2.6593 4.6917 -2.0614 -0.521 1.036 -0.114 -0.794
H -0.5405 2.6499 -4.7191 0.484 -0.342 -0.296 0.309
O -5.3487 1.1983 -6.2367 0.755 -4.050 -0.447 -0.561
H -3.0871 0.8436 2.2397 0.177 -0.183 0.141 -0.706
C -5.2781 -2.3125 3.4435 1.075 -0.361 1.934 -1.013
H -5.8444 2.6150 -2.0378 0.042 -0.091 -0.309 0.180
H -4.3425 0.3590 0.0002 0.129 -0.496 0.133 -0.462
O 0.3315 -0.4666 -1.9866 1.393 0.055 1.525 -0.421
H -1.1512 4.7238 2.2018 0.028 -0.137 0.425 0.626
H 5.0850 -4.3859 1.4426 -0.478 0.319 -0.042 -0.325
H -0.2092 -3.0979 -1.8485 0.285 -0.203 -0.522 -0.011
H -2.1400 5.9675 -2.8724 0.305 -0.321 -0.058 0.241
H -2.6261 -2.2844 2.0269 0.102 -0.120 -0.245 -0.769
H 4.5666 4.3647 0.2513 -0.554 -0.141 -0.117 0.597
H 2.0838 -2.6989 3.5665 0.131 -0.117 -0.035 0.044
H -1.7369 1.1754 4.7060 -0.753 -0.300 0.353 0.473
H -6.4473 1.8604 0.4353 0.456 0.261 -0.031 0.208
C -6.0406 -0.7100 -7.5671 -0.666 -0.724 -0.826 -1.195
C 1.2705 -4.6316 2.8532 0.492 1.137 2.457 0.452
H -2.9617 3.2218 1.5723 -0.299 -0.213 0.109 0.438
C 2.7625 0.0097 7.1476 -0.292 0.420 0.472 -0.877
C 0.7228 0.8055 -5.0065 -0.093 2.522 -0.524 0.423
O 7.4636 1.6472 2.2683 -1.390 -0.293 -0.185 -0.723
H 4.3774 -7.5600 3.5070 0.012 -0.043 -0.142 0.314
O -4.8531 -0.8599 1.5849 0.585 -1.106 1.497 -0.105
O -2.4209 4.4775 4.7001 0.974 -0.981 0.024 -0.740
H 1.1806 -4.1154 -1.2753 0.154 1.015 0.497 -0.858
C 1.3467 -3.4337 3.8905 -1.088 -0.108 -0.867 -0.960
C 4.5998 3.2842 0.3912 2.620 -0.394 0.276 0.230
H -1.5690 4.2309 -1.2647 0.547 -0.525 0.107 -0.186
H -6.7396 -0.1131 -8.1529 0.465 0.752 0.376 0.348
H -3.0916 -0.1034 -4.7657 0.017 0.031 -0.033 -0.516
H 2.0937 -1.5285 5.7680 -0.359 0.467 -0.060 -0.008
H -1.5022 -5.2958 -1.4827 -0.279 0.195 -1.051 0.360
H 6.9895 0.8118 -0.4932 0.426 0.600 0.361 0.553
H -6.3970 5.5440 -1.4143 0.114 0.013 0.302 0.327
H -4.5518 0.0050 -3.8200 -0.294 0.242 -0.270 0.009
C 1.7241 -1.2978 -5.4797 0.157 -2.112 1.138 -0.461
H 3.3265 -0.6324 3.9103 -0.030 0.276 0.016 -0.614
H -2.7040 3.9630 -5.4005 -0.149 -0.265 0.202 0.237
H 3.6876 0.4490 7.5209 0.214 -0.179 0.006 0.361
H 4.2697 2.9148 2.5412 -0.054 -0.526 -0.070 0.106
C -1.6025 -2.6303 1.8827 0.352 0.142 -0.846 0.765
O -2.3840 -2.9896 -0.3311 1.377 -0.141 -0.019 -0.685
H -3.7423 5.3170 -4.9719 0.035 -0.007 0.555 0.469
H 6.3384 -4.7084 -1.2454 0.015 -0.456 -0.255 0.393
C -5.5493 3.6627 -1.9800 -0.630 -0.495 1.704 0.396
C -6.7093 4.5061 -1.5304 0.188 0.442 -0.456 -1.417
O -4.7217 -0.9757 -5.6452 -1.016 0.396 -1.908 -0.346
H 1.7262 1.4683 1.1617 -0.447 -0.007 0.213 -0.020
S 4.0073 -4.6362 -1.5600 -0.039 -0.033 1.457 1.329
H 2.8658 -0.9087 1.4732 0.169 0.569 0.266 -0.584
H -5.0297 -1.5923 4.2231 0.440 0.354 -0.334 0.281
C -0.5535 1.5624 -4.6468 -0.001 -1.913 0.392 0.163
H -1.4001 -3.4578 2.5627 0.229 0.122 -0.047 0.539
H 1.0506 0.7363 6.0278 -0.101 -0.062 0.100 0.105
O 1.4681 3.9736 -0.1475 -1.145 0.831 0.079 -0.457
H 3.6621 2.7749 0.1691 0.081 0.258 0.106 -0.528
C -0.9661 5.1360 -1.1914 -0.462 0.584 0.313 0.806
C 4.9828 -2.6751 0.0311 -0.533 0.407 -0.785 -0.248
C -1.6842 0.5070 -1.3160 1.160 -0.630 1.336 1.565
H 0.5788 -5.3919 3.2160 0.364 -0.287 0.189 0.451
C 0.1136 -3.9078 -1.1942 0.417 -0.064 -2.533 1.206
C 1.5632 -2.5967 -4.6303 0.286 0.190 -0.154 -0.637
H 0.8368 -4.2823 1.9162 0.927 -0.026 -0.219 -0.634
H 5.5619 -6.0545 -0.3206 -0.102 0.171 -0.002 0.450
H -1.2973 0.8535 2.5080 -0.155 -0.385 -0.127 -0.774
O 1.7201 1.4472 -5.2147 1.152 -0.321 -0.059 -0.660
C -1.0985 3.6965 2.5624 0.214 -1.980 -0.249 -0.667
H 2.6804 -0.8606 -5.1923 -0.162 0.363 -0.462 0.347
H -0.1826 -5.9620 -0.8129 0.718 -0.181 0.110 0.325
H -6.6539 1.0194 1.9362 -0.196 -0.564 -0.211 0.425
O -0.1933 -3.4355 0.0851 0.200 -0.325 2.034 0.147
```
Positions in Å, forces in eV/Å.

* spin multiplicity: 1
* HOMO-LUMO gap: 0.371 hartree
* LUMO energy: 0.30 eV